C28H70BFInO24S7 as an isolated structure, computed with the ωB97M-V functional and the def2-TZVPD basis.

```
132
Properties=species:S:1:pos:R:3:forces:R:3:lowdin_charge:R:1
In 2.984582 -2.736894 2.128174 -0.04 -0.59 -0.29 0.799
S -4.034815 3.261377 6.118335 1.09 0.05 -1.04 0.654
S -1.179661 -0.116300 4.428138 -2.78 0.34 5.29 0.818
S 5.332852 -2.290116 -5.099605 0.32 -0.17 -0.37 0.630
S 0.750159 -1.842591 -8.865245 -0.62 0.22 0.15 0.624
S -8.356463 0.840927 6.364544 1.02 -0.70 0.01 0.634
S -3.165089 2.922682 -7.842965 -0.23 0.27 0.72 0.627
S 4.409762 2.294550 3.599412 -0.36 -0.03 -1.05 0.622
F 2.971755 -0.923641 0.980895 -0.12 -0.76 0.29 -0.506
O 3.495453 -1.920579 5.269215 0.91 1.03 -1.98 -0.105
O -2.272995 1.950463 -8.434198 -0.32 0.88 0.14 -0.294
O -0.582135 -2.610334 -8.327800 0.58 1.01 -0.77 -0.264
O -4.641364 2.265113 6.972825 0.93 1.57 0.03 -0.319
O 1.446065 -1.268312 -7.733746 -0.19 -0.68 -0.96 -0.287
O 6.380266 -1.460047 -4.544374 -1.11 -0.44 -0.34 -0.282
O -0.663656 0.683677 5.653590 -0.74 -2.40 -4.44 -0.396
O 1.115677 -3.177377 -1.081545 0.83 3.74 -0.57 -0.106
O -8.780748 2.170291 6.743190 -0.35 -0.76 -0.36 -0.296
O -8.755563 0.232738 5.113466 -0.27 0.74 0.84 -0.291
O 0.177810 -0.854123 -0.944955 4.70 -6.53 -2.92 -0.057
O 3.730450 3.774379 3.555532 0.11 -0.90 -0.27 -0.268
O -5.105912 3.703230 4.973433 0.81 -0.58 0.33 -0.263
O -3.492889 4.168085 -8.503184 0.56 -1.07 0.22 -0.288
O 5.830910 2.426296 3.359933 -0.89 -0.11 0.69 -0.293
O -2.667773 3.247451 -6.326229 -1.01 -0.63 -0.99 -0.262
O 3.941709 -2.109859 -4.749142 1.24 0.20 -0.41 -0.299
O -3.403331 4.450024 6.650047 -0.83 -0.78 0.10 -0.288
O -2.691838 -0.489977 4.652025 5.29 1.25 -2.09 -0.389
O 1.419248 -2.680978 -9.834794 -0.14 0.35 0.93 -0.291
O -0.947201 0.804656 2.997629 1.45 -2.26 1.88 -0.213
O -8.691085 -0.190452 7.580097 0.56 0.58 -0.53 -0.264
O 5.475439 -2.300185 -6.722211 0.11 -0.74 1.21 -0.264
O 3.885236 1.567867 4.734049 0.64 0.58 -0.29 -0.287
C 0.154217 -3.843013 -6.366813 0.29 0.14 0.15 -0.073
C 1.012848 -1.758165 -1.490797 -2.81 4.23 1.49 -0.278
C 4.978212 -1.188392 -7.454939 -0.37 1.10 -0.51 -0.275
C 5.771301 -3.988838 -4.823078 0.01 -0.05 -0.18 -0.119
C -2.873823 2.454752 5.043247 -0.59 0.61 0.02 -0.141
C 5.892612 0.016290 -7.328092 0.18 0.18 0.28 -0.077
C -0.077639 -0.528944 -9.727475 -0.19 -0.11 0.10 -0.117
C -4.684864 2.109915 -7.413953 0.05 -0.01 0.18 -0.121
C 6.671078 -1.990480 2.780057 1.45 -0.46 0.33 -0.160
C -10.029404 -0.273922 8.051418 -0.94 -0.16 0.17 -0.282
C -0.216070 -1.759582 4.377278 0.27 -1.22 -1.30 -0.201
C 2.839942 -4.942192 -0.186344 0.50 0.70 -0.43 -0.254
C 3.986094 -4.429358 0.916489 -1.37 -0.92 -0.51 -0.290
C 2.497221 -3.675492 -1.206036 1.94 -0.76 -0.50 -0.223
C 1.963684 -1.181577 -2.736021 0.15 -1.06 1.16 -0.028
C -6.585974 0.757548 6.477559 -0.72 -0.45 0.19 -0.132
C -1.168317 5.146815 -6.552565 -0.06 0.21 -0.31 -0.079
C -1.334208 3.698484 -6.130314 1.12 0.57 0.14 -0.272
C 3.842895 4.607919 4.701297 0.24 0.61 0.76 -0.279
C 5.854686 -2.436274 4.129838 -0.03 0.44 0.44 -0.238
C -6.376478 4.190785 5.383504 -0.88 0.55 0.41 -0.276
C 5.237490 5.192743 4.829997 0.36 -0.11 0.04 -0.083
C -6.282975 5.607688 5.919342 0.16 0.20 0.27 -0.074
C 0.865190 -3.505188 2.559400 -0.82 -0.17 -0.92 -0.282
C -0.438024 -3.906551 -7.762768 0.22 -0.99 0.68 -0.277
C -0.227362 -2.312837 2.826315 -1.03 -1.40 0.02 -0.308
C 3.658877 1.656640 2.121710 0.12 0.31 0.23 -0.119
C -10.913443 -1.040967 7.085190 -0.12 0.01 -0.36 -0.082
B 4.204312 -2.317923 4.001290 0.42 1.18 2.14 -0.388
H 7.806244 -1.829437 3.113077 -2.35 -0.28 -0.80 0.075
H 5.281152 5.915161 5.649809 -0.11 -0.03 -0.08 0.077
H 3.285161 -5.801680 -0.857331 -1.09 1.48 1.22 0.090
H 6.721354 -2.848061 1.956620 -0.46 1.96 1.69 0.077
H -1.301088 5.261325 -7.632322 0.04 -0.02 0.14 0.068
H -7.278122 6.009670 6.129049 0.04 -0.11 -0.10 0.079
H -6.273969 -0.284379 6.384916 -0.12 0.11 -0.03 0.090
H -5.705110 5.641821 6.847526 -0.09 -0.02 -0.13 0.070
H -5.218202 1.884828 -8.339647 0.21 0.11 0.03 0.076
H -0.639934 -0.950332 -10.561975 0.09 0.00 0.15 0.076
H -2.012933 2.154202 5.643713 -0.34 0.14 0.05 0.044
H 0.159313 -4.549217 -8.417983 -0.01 0.19 -0.05 0.115
H 5.976449 4.411761 5.031552 -0.12 0.10 -0.02 0.069
H 6.201506 -1.740224 5.023906 -0.64 -1.41 -1.70 0.106
H 0.158987 -4.832835 -5.901931 -0.09 0.07 -0.09 0.083
H 2.661696 -4.016712 -2.331416 -0.34 0.69 2.23 0.123
H -0.625814 3.048903 -6.655060 -0.19 -0.02 -0.01 0.117
H -7.023600 4.185561 4.499199 0.33 -0.23 0.02 0.130
H -1.916957 5.779770 -6.065830 0.14 -0.11 0.01 0.086
H 2.989955 -0.863881 -2.222421 -2.29 -0.51 -1.16 0.109
H 0.915600 -4.331918 3.385832 -0.36 1.65 -1.25 0.049
H 5.558446 0.827505 -7.980892 -0.02 -0.15 -0.01 0.079
H 4.931185 -1.491638 -8.506899 0.02 -0.30 0.32 0.126
H -1.119643 3.612131 -5.059196 -0.34 -0.21 -0.20 0.129
H 5.536229 5.688527 3.901041 -0.10 -0.02 0.13 0.083
H 6.751697 -4.177779 -5.264288 -0.15 0.10 0.04 0.073
H -0.123514 -1.478676 2.010479 -0.01 -1.51 1.66 0.095
H 5.812940 -4.153594 -3.744586 -0.06 0.20 -0.10 0.077
H 4.075144 0.664770 1.934792 -0.16 0.01 0.06 0.045
H 6.921833 -0.250265 -7.588206 -0.14 0.03 -0.04 0.083
H 0.026073 0.611937 2.754367 -1.84 0.45 0.27 0.108
H 3.896772 2.320673 1.288639 -0.01 -0.05 0.18 0.081
H -10.474281 -2.015421 6.849430 -0.06 0.12 0.11 0.085
H 6.078359 -3.539697 4.460555 -0.11 1.89 -0.75 0.105
H -0.416604 -3.154861 -5.735453 0.03 -0.15 -0.08 0.090
H 3.957054 -0.945645 -7.142774 0.11 -0.16 0.05 0.098
H -5.283516 2.781788 -6.796099 0.16 -0.06 -0.09 0.076
H 1.844436 -5.307321 0.335543 2.15 0.73 -1.04 0.099
H 0.870560 -1.654734 4.812159 -2.16 0.23 -0.85 0.110
H 4.099246 -5.312174 1.687806 0.29 1.65 -1.52 0.041
H 6.330543 -0.961563 2.319832 0.40 -2.21 0.91 0.079
H -4.455825 1.186658 -6.879845 0.03 0.16 -0.05 0.076
H -1.304899 -2.801303 2.666823 2.10 1.36 0.35 0.121
H -0.853837 -2.509512 5.050921 1.29 2.08 -1.38 0.140
H 2.221167 -2.056363 -3.469631 -0.71 1.95 1.40 0.047
H 3.197094 -0.961388 5.208771 0.49 -1.74 0.01 0.075
H 3.557173 4.061261 5.606099 0.02 -0.09 -0.16 0.117
H 0.683004 0.160836 -10.098485 0.02 -0.19 0.13 0.079
H 0.529966 -4.056584 1.556650 0.52 1.21 2.18 0.039
H 2.580542 1.587870 2.272032 0.22 -0.02 -0.01 0.067
H -5.778494 6.260646 5.200210 -0.12 -0.10 0.04 0.084
H -0.739369 -0.010312 -9.031289 0.09 -0.07 -0.07 0.052
H 3.311130 -2.843871 -0.942590 -2.04 -1.55 -0.60 0.123
H -11.027966 -0.501119 6.140697 0.02 -0.06 0.14 0.069
H -3.347997 1.576537 4.602757 0.02 0.21 0.17 0.048
H -2.558473 3.158619 4.270805 -0.12 0.02 0.15 0.085
H 4.986772 -4.092713 0.412033 -1.81 -0.99 0.83 0.034
H -11.910590 -1.192050 7.507985 0.12 0.01 0.06 0.077
H -10.000584 -0.806601 9.008608 0.34 0.15 -0.17 0.122
H -1.440370 -4.345671 -7.705620 0.07 0.35 -0.24 0.123
H -10.432049 0.724945 8.249606 0.15 -0.01 -0.09 0.114
H -6.169104 1.343089 5.655742 -0.36 -0.20 0.14 0.062
H 3.123347 5.424898 4.576456 -0.02 -0.34 -0.22 0.122
H -6.829312 3.517797 6.119144 0.13 0.11 -0.08 0.086
H -6.270609 1.177176 7.433901 -0.33 -0.22 -0.32 0.068
H 1.185509 -3.479069 -6.391274 -0.12 -0.05 0.02 0.066
H 1.425704 -0.263451 -3.255774 1.13 -2.14 1.33 0.104
H 5.010389 -4.629805 -5.270632 0.08 0.14 0.03 0.074
H -0.170393 5.513689 -6.296760 -0.10 -0.11 0.07 0.081
H 5.906493 0.395578 -6.302146 -0.02 -0.04 -0.15 0.070
```
Forces are in eV/Å.

Results
Total charge: -1
Molar mass (u): 1159.94
Multiplicity: 1

=====

A 2-piece molecular cluster, C8H9N3S2 overall, computed with the ωB97M-V functional and the def2-TZVPD basis.

```
22
Properties=species:S:1:pos:R:3:forces:R:3:lowdin_charge:R:1
S 4.336060 -1.033571 0.678547 0.28 -0.11 2.97 0.664
S -3.349572 -1.831623 0.752954 0.11 1.41 0.17 0.957
N 2.377769 0.320130 0.585998 -0.36 0.38 0.11 -0.113
N 3.955663 -2.058987 -0.247679 -0.23 -1.35 -1.59 -0.571
N 0.555188 0.611683 -0.636008 2.05 -3.18 0.68 -0.082
C 1.568774 -0.264173 -0.258972 -0.60 -0.18 0.45 -0.153
C -1.975992 -1.669131 -0.297912 -1.40 0.85 -0.14 -0.353
C -3.566930 -0.088693 0.908870 1.79 -1.31 -1.42 -0.380
C -0.612893 0.232978 -1.399985 0.09 1.59 -0.66 -0.120
C -2.623064 0.538734 0.128573 -0.58 0.57 0.59 -0.160
C -1.685817 -0.332185 -0.582589 -2.36 -0.47 1.94 -0.307
C 0.769356 1.752499 0.046056 0.83 2.06 -0.11 -0.076
C 1.935057 1.597093 0.799669 -1.67 -1.13 -1.95 -0.096
H -1.828321 -2.641270 -0.771294 1.05 0.60 -0.08 0.068
H -4.281275 0.399531 1.530545 -0.43 -0.09 0.28 0.056
H 3.896926 -1.519493 2.154261 0.51 0.93 -1.48 -0.070
H -0.401261 -0.484229 -2.176526 0.70 0.13 -0.43 0.132
H 2.563711 2.276824 1.287453 0.27 0.98 0.78 0.085
H -0.873567 1.237356 -1.810946 -0.55 -1.07 -0.30 0.142
H -2.706911 1.664211 0.113711 0.75 -1.34 -0.32 0.126
H 1.687306 -1.356190 -0.460901 -0.43 1.16 -0.35 0.122
H 0.259791 2.648498 -0.343829 0.16 -0.42 0.88 0.128
```
Forces are in eV/Å.

Results
Energy above the lowest of the compared OMol25 structures with the same formula, charge and spin (kJ/mol): 263.4
Total charge: 0
Molar mass (u): 211.32
Multiplicity: 1

=====

A 2-piece molecular cluster, C4H9NO overall, computed with the ωB97M-V functional and the def2-TZVPD basis.

```
15
Properties=species:S:1:pos:R:3:forces:R:3:lowdin_charge:R:1
O -1.767035 -0.027948 -0.018949 -1.53 -1.33 -0.90 0.050
N 1.640344 -1.458864 0.588765 -0.53 1.28 2.11 0.091
C 0.667743 -1.087717 -0.170584 4.07 -1.32 -2.96 -0.326
C 0.525879 0.370792 -0.479770 0.79 -2.39 0.94 -0.217
C -0.671397 -0.115177 0.451665 -1.54 4.96 1.37 -0.299
C 1.600877 1.229906 0.124439 -0.66 -0.22 0.45 -0.055
H 1.505265 -2.113525 1.351558 0.05 -1.21 -1.05 0.064
H -4.749120 0.048255 -0.836029 -0.06 0.01 -0.03 0.023
H 2.035602 0.605867 0.906107 0.13 0.44 0.24 0.062
H -0.647294 0.040788 1.541275 1.04 -0.75 0.21 0.153
H 1.172656 2.153670 0.504724 0.21 0.17 0.07 0.079
H 0.098780 0.612665 -1.416721 -0.50 0.22 -0.75 0.129
H -4.064311 0.123958 -1.108498 0.00 -0.01 0.02 0.006
H 2.405372 1.441395 -0.576477 -0.15 -0.01 -0.25 0.088
H 0.246644 -1.824059 -0.861510 -1.34 0.14 0.55 0.152
```
Forces are in eV/Å.

Results
Energy above the lowest of the compared OMol25 structures with the same formula, charge and spin (kJ/mol): 539.6
Total charge: 0
Molar mass (u): 87.12
Multiplicity: 1

=====

Highest occupied orbital energy list, top to bottom, in eV: -4.9394, -7.9223, -9.0630
E_tot list, top to bottom, in Eh: -6016.518027, -1270.730296, -287.626933